The following is a DFT calculation (ωB97M-V with the def2-TZVPD basis set) of C6H12HgO4 as an isolated structure.

HOMO level (spin up / spin down)   -6.0 / -6.0 eV
Spin multiplicity   1
Kohn-Sham gap (spin up / spin down)   4.503 / 4.504 eV
Total charge   0

Structure (XYZ):
```
23
Properties=species:S:1:pos:R:3:nbo_charge:R:1
C 0.804 -0.412 -1.962 -0.232
H 0.133 -1.152 -2.409 0.227
H 1.243 -0.563 -0.970 0.224
H 0.815 0.566 -2.458 0.197
O 2.233 -1.084 -2.779 -0.408
C 2.944 -0.485 -3.573 0.324
H 3.875 -0.966 -3.910 0.168
H 2.721 0.559 -3.849 0.153
O -1.008 0.316 -0.950 -0.955
C -0.993 1.625 -0.314 -0.348
C -0.183 1.543 0.953 -0.145
O -1.003 0.843 1.949 -0.649
C -0.614 -0.430 2.452 -0.105
C -1.917 -1.184 2.739 -0.073
O -2.772 -1.186 1.644 -0.922
Hg -2.419 0.302 0.490 1.387
H -0.612 2.418 -0.981 0.161
H 0.049 2.541 1.356 0.193
H 0.755 0.962 0.854 0.157
H 0.006 -0.329 3.358 0.177
H -0.029 -0.967 1.684 0.165
H -2.390 -0.706 3.624 0.145
H -1.639 -2.211 3.052 0.160
```



The following is a DFT calculation (ωB97M-V with the def2-TZVPD basis set) of an isolated ion of composition C6H12I2N2 and charge +2.

HOMO level (spin up / spin down)   -16.6 / -16.2 eV
Spin multiplicity   1
Energy above the lowest of the compared OMol25 structures with the same formula, charge and spin   94.8 kcal per mole
Kohn-Sham gap (spin up / spin down)   8.523 / 6.308 eV
Total charge   +2

Structure (XYZ):
```
22
Properties=species:S:1:pos:R:3:nbo_charge:R:1
C 1.726 0.773 0.095 0.219
C -0.443 1.115 -1.864 -0.239
C -0.417 -0.864 -0.178 -0.442
C -1.230 0.187 -1.107 -0.119
C 0.057 -0.420 1.221 -0.116
C 2.046 0.149 2.516 -0.431
N 1.374 0.189 1.188 -0.477
N -2.051 -0.753 -2.014 -0.713
I 3.421 1.982 -0.357 0.538
I -1.233 0.932 2.475 0.194
H 0.193 1.700 -1.228 0.215
H -0.254 1.046 -2.838 0.205
H -1.279 -1.515 -0.020 0.246
H 0.512 -1.135 -0.613 0.254
H -2.061 0.581 -0.465 0.262
H 0.001 -1.273 1.783 0.242
H 3.086 0.003 2.278 0.254
H 1.803 -0.841 2.926 0.247
H 1.613 0.992 3.104 0.275
H -1.669 -1.738 -2.143 0.464
H -2.072 -0.337 -2.937 0.450
H -3.122 -0.774 -1.822 0.475
```



The following is a DFT calculation (ωB97M-V with the def2-TZVPD basis set) of a single C6H12INS molecule.

HOMO level (spin up / spin down)   -7.8 / -7.8 eV
Spin multiplicity   1
Energy above the lowest of the compared OMol25 structures with the same formula, charge and spin   59.0 kcal per mole
Kohn-Sham gap (spin up / spin down)   7.737 / 7.736 eV
Total charge   0

Structure (XYZ):
```
21
Properties=species:S:1:pos:R:3:nbo_charge:R:1
C 1.160 1.128 -0.532 -0.472
C -0.345 1.375 -0.631 -0.120
C 0.428 -1.364 -0.171 0.085
C -0.481 2.656 0.102 -0.614
C 0.772 -1.464 1.328 -0.696
C -0.431 -2.512 -0.653 -0.696
N -0.982 0.300 0.047 -0.768
S 1.573 -0.582 -1.154 0.260
I -2.901 -0.150 -0.036 0.323
H 1.792 1.851 -1.030 0.244
H 1.226 1.018 0.513 0.217
H -0.780 1.551 -1.688 0.174
H -0.178 3.624 -0.401 0.221
H -0.082 2.494 1.136 0.211
H -1.552 2.795 0.218 0.219
H 1.319 -2.459 1.692 0.233
H -0.140 -1.260 1.936 0.247
H 1.533 -0.662 1.586 0.218
H 0.305 -3.273 -0.730 0.235
H -0.951 -2.463 -1.584 0.238
H -1.283 -2.601 0.051 0.241
```



The following is a DFT calculation (ωB97M-V with the def2-TZVPD basis set) of an isolated ion of composition C6H12N and charge +1.

HOMO level (spin up / spin down)   -13.2 / -11.6 eV
Spin multiplicity   1
Energy above the lowest of the compared OMol25 structures with the same formula, charge and spin   141.5 kcal per mole
Kohn-Sham gap (spin up / spin down)   9.652 / 6.926 eV
Total charge   +1

Structure (XYZ):
```
19
Properties=species:S:1:pos:R:3:nbo_charge:R:1
C -0.828 1.448 0.687 -0.355
C -0.592 0.367 1.421 0.196
C -0.713 1.626 -0.763 -0.227
C 1.111 -0.191 -0.946 0.040
C -0.438 -0.461 2.508 -0.744
C 0.996 -1.728 -0.771 -0.719
N -0.077 0.499 -1.524 -0.547
H -0.900 2.335 1.192 0.242
H -1.675 1.832 -1.341 0.234
H -0.215 2.523 -0.961 0.237
H 2.155 0.016 -1.372 0.222
H 0.288 -0.107 3.383 0.275
H 0.010 -1.359 1.908 0.258
H -1.389 -0.800 2.887 0.274
H 0.128 -2.103 -0.152 0.231
H 1.817 -2.172 -0.267 0.265
H 1.068 -2.170 -1.796 0.245
H -0.721 -0.197 -1.484 0.420
H -0.025 0.642 -2.609 0.453
```



The following is a DFT calculation (ωB97M-V with the def2-TZVPD basis set) of a 2-piece molecular cluster, C6H12N overall.

HOMO level (spin up / spin down)   -12.4 / -12.9 eV
Spin multiplicity   1
Energy above the lowest of the compared OMol25 structures with the same formula, charge and spin   169.0 kcal per mole
Kohn-Sham gap (spin up / spin down)   8.032 / 8.125 eV
Total charge   +1

Structure (XYZ):
```
19
Properties=species:S:1:pos:R:3:nbo_charge:R:1
C 1.732 0.277 1.713 -0.222
C 0.789 0.462 0.842 -0.006
C 1.981 -0.073 0.149 -0.198
C 2.718 0.687 -0.838 -0.680
C -1.531 -0.145 -1.157 -0.754
C -1.589 0.749 0.032 0.050
N -2.207 -0.084 1.295 -0.752
H 2.323 0.148 2.587 0.267
H 1.848 -1.197 -0.011 0.194
H 3.816 0.584 -0.815 0.249
H 2.489 1.811 -0.984 0.237
H 2.425 0.385 -1.902 0.246
H -0.820 -0.990 -1.123 0.254
H -2.494 -0.595 -1.441 0.243
H -1.431 0.544 -2.143 0.285
H -1.820 1.797 0.065 0.227
H -2.652 -0.857 0.839 0.448
H -2.610 0.621 1.880 0.453
H -1.352 -0.421 1.801 0.459
```



The following is a DFT calculation (ωB97M-V with the def2-TZVPD basis set) of an isolated ion of composition C6H12N and charge +1.

HOMO level   -14.2 eV
Spin multiplicity   1
Energy above the lowest of the compared OMol25 structures with the same formula, charge and spin   39.7 kcal per mole
Kohn-Sham gap   9.412 eV
Total charge   +1

Structure (XYZ):
```
19
Properties=species:S:1:pos:R:3:nbo_charge:R:1
C 1.355 0.410 -2.599 -0.721
C 0.037 -0.110 -2.265 0.015
C -0.653 -0.319 -1.074 -0.374
C -0.303 -0.006 0.317 0.444
N 0.947 0.202 0.608 -0.661
C -1.315 -0.277 1.365 -0.489
C -0.688 -0.097 2.768 -0.647
H 1.756 0.645 -3.667 0.291
H 1.872 1.233 -1.974 0.241
H 1.849 -0.518 -2.205 0.262
H -0.514 -0.346 -3.220 0.248
H -1.692 -0.653 -1.296 0.256
H 1.052 0.452 1.557 0.426
H 1.717 0.261 -0.106 0.444
H -2.179 0.330 1.037 0.273
H -1.562 -1.399 1.342 0.284
H 0.243 -0.589 2.936 0.223
H -1.517 -0.213 3.617 0.277
H -0.405 0.994 2.859 0.210
```